(a)
Molecular formula: C6H15N2
Method: DFT, wB97M-V/def2-TZVPD

Output
HOMO = -13.3118 eV
Gap between HOMO and LUMO = 4.691 eV
LUMO energy = -0.3168 Ha

Structure (ORCA input):
```
! wB97M-V def2-TZVPD RIJCOSX def2/J DEFGRID3
* xyz 1 1
C -0.467 0.023 1.280
N -0.232 1.164 2.238
C -0.798 2.463 1.804
C 0.556 0.014 0.097
N 1.271 -1.259 -0.170
C 1.203 -1.631 -1.655
C -0.150 -1.022 -2.146
C -0.072 0.282 -1.278
H -0.056 -0.703 1.891
H -1.586 -0.212 0.964
H 0.632 1.026 2.726
H -1.823 2.283 1.720
H -0.478 2.754 0.778
H -0.589 3.270 2.513
H 1.206 0.925 0.329
H -0.880 -2.393 0.689
H 0.512 -1.929 0.253
H 1.155 -2.720 -1.530
H 2.075 -1.313 -2.151
H -0.085 -0.853 -3.205
H -0.891 -1.779 -1.938
H -1.041 0.715 -1.248
H 0.538 0.896 -1.960
*
```

Atom charges from the Löwdin analysis, given in e for atoms 1 to 2: atom 1 (C): -0.166, atom 2 (N): -0.040



(b)
Molecular formula: C6H15N2
Method: DFT, wB97M-V/def2-TZVPD

Output
HOMO = -13.8872 eV
Gap between HOMO and LUMO = 5.882 eV
LUMO energy = -0.2942 Ha

Structure (ORCA input):
```
! wB97M-V def2-TZVPD RIJCOSX def2/J DEFGRID3
* xyz 1 1
N 1.565 2.930 -1.258
C 0.015 0.554 0.467
C 1.412 0.027 0.677
C 1.553 -1.253 0.026
C 2.011 -2.327 0.588
C -1.097 -0.419 0.740
N -1.946 -0.659 -0.474
C -3.198 0.100 -0.413
H 1.297 3.951 -1.286
H 1.280 2.556 -2.217
H 0.914 2.531 -0.595
H -0.181 1.437 1.056
H 2.157 0.812 0.289
H 1.651 0.097 1.675
H 1.099 -1.196 -0.973
H 2.323 -3.086 -0.080
H 2.407 -2.349 1.597
H -1.808 -0.211 1.447
H -0.788 -1.378 0.990
H -1.335 -0.192 -1.188
H -3.920 -0.421 0.174
H -3.601 0.262 -1.424
H -3.011 1.203 0.144
*
```

Atom charges from the Löwdin analysis, given in e for atoms 1 to 2: atom 1 (N): 0.011, atom 2 (C): 0.183



Relative energies, unit hartree: (a) 0.0560; (b) 0.0000